The following is a DFT calculation (ωB97M-V/def2-TZVPD) of 2 unconnected molecules or ions with the total composition C19H30N3O7P in a non-equilibrium geometry.

```
60
Properties=species:S:1:pos:R:3:forces:R:3:lowdin_charge:R:1
P -0.796452 -1.950784 -1.828730 -0.12 0.13 1.45 0.780
O 3.615727 -1.376813 -3.178152 2.30 2.51 -1.89 0.203
O 5.138401 -0.906709 -0.874306 -1.37 4.00 -1.05 0.157
O 1.613935 -2.246086 -2.852068 -0.07 -0.40 0.92 -0.086
O 1.372431 3.158373 1.853273 -0.02 1.11 0.55 -0.019
O -5.917171 -0.585416 -0.953356 0.20 -0.12 0.14 0.072
O -0.252921 1.817195 2.480238 -3.95 -2.14 -1.45 0.162
O -4.333354 -2.011309 -0.598795 -0.44 0.12 -0.04 0.039
N -1.521669 -1.434190 -0.528443 0.22 0.05 -0.75 -0.292
N -5.175542 -1.217468 -0.220489 -0.03 -0.03 -0.18 -0.340
N 6.356413 -2.222856 0.462186 -0.42 -0.45 -0.23 0.098
C 5.467890 -1.991677 -0.656618 1.43 -3.05 0.99 -0.523
C 0.740360 2.494711 -2.346395 -0.16 -0.45 1.06 -0.187
C -6.390750 0.028749 3.078428 0.10 -0.08 0.06 -0.070
C 0.737398 -0.011690 -3.005976 -0.49 0.55 0.49 -0.191
C -5.546959 -0.653462 3.945375 0.01 0.00 0.01 -0.074
C 2.980293 -2.179264 -2.646402 -1.90 -2.02 1.28 -0.514
C 3.515783 -3.255918 -1.748895 0.38 -0.37 0.06 -0.080
C -4.573822 -1.507923 3.445271 -0.14 0.10 0.02 -0.062
C 0.900198 -1.231500 -2.095646 -0.61 -0.13 -1.65 -0.406
C 1.175597 2.429734 4.185307 0.73 -0.12 -0.28 0.025
C 5.022943 -3.182864 -1.488673 -0.44 -0.72 0.43 -0.105
C 0.688065 2.428383 2.757498 2.78 0.94 1.70 -0.594
C -0.049997 1.158869 -2.363822 0.36 0.68 -0.42 -0.195
C -6.267265 -0.146052 1.710045 -0.21 0.17 -0.05 -0.006
C -4.446379 -1.690110 2.077649 0.24 -0.23 0.04 0.004
C 1.204296 2.854648 -0.908247 -0.56 0.58 -1.19 -0.191
C -5.299150 -1.009265 1.228010 -0.04 0.03 0.30 -0.145
C 0.495128 4.101911 1.193707 0.16 -0.18 -1.32 -0.158
C 0.096472 3.649141 -0.224944 0.23 -0.02 0.92 -0.181
H 0.186293 -0.337582 -3.887652 0.15 -0.16 -0.13 0.100
H -0.099497 4.562819 -0.790692 -0.03 -0.02 -0.13 0.113
H -0.410158 4.268695 1.768749 0.05 0.04 0.33 0.124
H 2.062480 3.522292 -0.996683 0.30 -0.22 0.27 0.116
H 1.059589 5.027209 1.108563 0.14 0.03 0.22 0.122
H 2.258394 2.501669 4.243057 0.04 0.30 0.10 0.083
H -3.688388 -2.355408 1.687927 -0.03 0.10 -0.16 0.118
H 1.692451 0.364097 -3.362964 0.25 -0.28 0.15 0.104
H -0.845639 3.104994 -0.164803 0.04 -0.28 -0.12 0.115
H -6.923684 0.385450 1.036359 0.08 -0.08 -0.11 0.118
H 6.115438 -3.099325 0.913971 0.51 -0.11 -0.15 0.071
H -0.942584 1.344151 -2.959036 -0.22 -0.24 0.09 0.105
H -7.147022 0.695674 3.470229 0.00 0.00 -0.03 0.106
H 5.290441 -4.092807 -0.950871 0.04 -0.08 0.01 0.107
H 0.691565 3.240357 4.721834 0.13 0.27 0.01 0.089
H 0.866545 1.502998 4.649559 -0.13 -0.16 0.02 0.082
H 5.555981 -3.251672 -2.433898 0.21 0.44 -0.07 0.130
H 3.320603 -4.209620 -2.241483 -0.20 -0.04 -0.07 0.131
H 1.454038 1.952703 -0.361236 0.22 0.01 0.19 0.110
H -0.560957 -3.351023 -1.790059 0.23 0.23 -0.41 0.006
H -0.371672 0.957227 -1.342060 -0.09 -0.27 -0.03 0.089
H 1.596237 2.448450 -3.015876 -0.06 0.09 -0.19 0.102
H -5.648686 -0.518410 5.014845 0.01 0.01 -0.02 0.106
H -2.388132 -1.006542 -0.837877 -0.09 0.07 0.44 -0.061
H -3.914921 -2.034742 4.122078 0.02 0.00 -0.04 0.108
H 0.062888 3.294340 -2.637010 0.16 0.13 -0.46 0.097
H -1.492978 -1.696717 -3.035205 0.38 -0.26 -0.05 0.032
H 2.976068 -3.310254 -0.804481 -0.25 0.22 -0.01 0.133
H 1.381670 -0.986457 -1.148347 -0.03 -0.16 0.13 0.139
H 7.313739 -2.232926 0.126031 0.04 -0.04 0.28 0.087
```
Forces are in eV/Å.

Highest occupied orbital energy, eV: -8.3
Orbital gap, eV: 8.03
Total energy, eV: -48276.35824
ΔE to the lowest compared entry with this formula, charge and spin, eV: 0.983
LUMO, eV: -0.2